[1]
The following is a quantum chemistry calculation of a molecular structure, C31H25AuGeNOPSe2, from OMol25.

Summary:
Total charge: +1
Multiplicity: 2
Maximum force in hartree/bohr: 0.0136
Frontier orbital gap (alpha / beta) in eV: 7.89 / 5.48
Relative energy (zero: lowest compared OMol25 entry of this formula, charge and spin) in eV: 1.610
Calculated total energy in Eh: -8682.941411

```
63
Properties=species:S:1:pos:R:3:forces:R:3
Au -1.19842 0.42191 -0.66766 0.02 0.69 -0.06
Se 1.24161 0.63940 -0.61787 -0.24 0.03 0.00
P 1.07858 2.78694 -0.16409 -0.33 0.18 -0.06
Se -1.11366 3.16274 -0.07454 0.26 -0.41 0.00
C 1.73131 3.84226 -1.46926 0.15 -0.14 0.08
C 2.48574 3.29449 -2.50032 0.00 -0.02 -0.03
C 3.01278 4.12461 -3.47917 0.00 0.03 0.00
C 2.78181 5.49045 -3.42956 0.00 -0.01 0.01
C 2.02131 6.03585 -2.40186 -0.01 0.00 0.00
C 1.49761 5.21598 -1.41865 -0.02 0.06 0.01
C 1.86366 3.18808 1.40371 0.01 -0.03 -0.08
C 1.55348 4.38533 2.04646 -0.05 0.03 0.02
C 2.20438 4.72217 3.21924 0.03 0.00 0.02
C 3.16307 3.86879 3.75311 -0.03 0.02 -0.02
C 3.46533 2.67412 3.11861 -0.01 0.01 -0.01
C 2.81443 2.32788 1.94335 0.05 -0.01 0.00
H 2.65160 2.22609 -2.55002 0.01 0.01 0.01
H 3.60025 3.70143 -4.28237 0.00 -0.01 0.00
H 3.19081 6.13522 -4.19566 0.00 0.00 0.00
H 1.83389 7.10032 -2.36830 0.01 0.00 0.00
H 0.90341 5.65368 -0.62522 0.00 -0.02 0.01
H 0.79012 5.04719 1.65511 0.00 -0.02 -0.02
H 1.95967 5.64828 3.72111 0.00 0.00 0.01
H 3.66798 4.13609 4.67157 0.00 0.00 0.00
H 4.20473 2.00631 3.53885 0.00 0.00 0.00
H 3.04291 1.38764 1.45840 0.00 0.00 0.00
O -5.25612 0.88000 -1.56335 0.03 0.03 0.05
C -4.21151 0.60331 -1.11111 -0.03 -0.08 -0.21
N -3.18367 0.26031 -0.59942 0.24 -0.10 0.20
C -2.96556 -2.47832 4.21592 0.01 -0.01 0.00
C -2.67625 -3.59040 3.43798 -0.01 0.02 0.01
C -2.20022 -3.42288 2.14590 0.00 0.01 0.04
C -2.00958 -2.13916 1.62854 -0.08 -0.11 -0.13
C -2.30828 -1.02991 2.41109 0.03 0.04 0.01
C -2.78228 -1.20194 3.70324 -0.01 -0.01 0.01
Ge -1.31292 -2.11554 -0.17026 0.01 -0.26 0.08
C 0.57695 -2.51833 -0.24046 -0.11 -0.03 -0.05
C 1.28526 -2.58137 -1.44345 0.04 0.09 -0.04
C 2.63521 -2.89436 -1.44377 0.01 -0.01 0.02
C 3.28742 -3.15079 -0.24348 -0.02 0.01 0.00
C 2.59356 -3.08195 0.95672 0.01 -0.01 -0.02
C 1.24372 -2.76175 0.96016 0.02 0.03 0.04
C -2.37105 -2.91514 -1.55638 0.12 -0.10 0.15
C -3.76305 -2.81870 -1.53101 -0.05 0.05 -0.01
C -4.52575 -3.53607 -2.43529 -0.01 -0.02 -0.02
C -3.90664 -4.36257 -3.36618 0.02 0.02 0.02
C -2.52447 -4.48057 -3.38521 -0.03 0.00 0.00
C -1.75610 -3.76353 -2.48040 0.02 0.02 -0.10
H -3.33886 -2.60715 5.22317 -0.01 0.00 0.00
H -2.82678 -4.58662 3.83192 0.00 0.00 0.00
H -1.98307 -4.30282 1.54804 -0.01 0.01 -0.01
H -2.19093 -0.02897 2.01710 0.00 0.01 0.00
H -3.01925 -0.33645 4.30765 0.01 0.00 0.00
H 0.79329 -2.36527 -2.38556 0.02 0.01 0.03
H 3.17854 -2.94204 -2.37823 0.00 0.00 0.00
H 4.33944 -3.40385 -0.24512 0.00 0.01 0.00
H 3.10283 -3.27935 1.89074 0.00 0.00 0.00
H 0.71190 -2.69538 1.90215 -0.01 -0.02 0.00
H -4.25167 -2.18423 -0.80437 0.00 0.03 0.03
H -5.60395 -3.45265 -2.41326 0.00 0.00 0.00
H -4.50553 -4.92056 -4.07374 0.00 0.00 0.00
H -2.04267 -5.13555 -4.09870 -0.01 0.00 0.00
H -0.68031 -3.88273 -2.49655 -0.07 -0.03 0.03
```
Forces are in eV/Å.

***

[2]
The following is a quantum chemistry calculation of a single C19H29FN2O5S molecule, from OMol25.

Summary:
Total charge: 0
Maximum force in hartree/bohr: 0.0054
Frontier orbital gap in eV: 10.09
Relative energy (zero: lowest compared OMol25 entry of this formula, charge and spin) in eV: 0.053
Calculated total energy in Eh: -1725.197232

```
57
Properties=species:S:1:pos:R:3:forces:R:3
O -1.31877 0.84410 -2.87541 0.00 0.01 0.00
C -1.70481 -0.14706 -2.27822 0.05 -0.08 -0.12
N -0.90855 -1.01775 -1.62819 -0.07 0.11 0.25
C 0.51155 -0.81749 -1.38146 0.05 -0.01 -0.22
C 0.89390 0.61151 -0.99978 -0.02 -0.02 0.11
C 0.10963 1.10801 0.24681 0.00 -0.01 -0.01
C 1.21366 1.31631 1.29043 -0.01 0.00 0.01
C 2.01202 2.57924 0.92768 0.00 0.00 -0.01
C 2.78121 2.12868 -0.34367 0.00 -0.01 0.01
C 2.34508 0.65805 -0.49188 -0.01 -0.01 -0.01
N 2.15018 0.24932 0.90678 0.06 0.03 0.02
C 3.03111 -0.29451 1.77964 -0.03 0.02 -0.02
O 2.94659 -0.11872 2.98334 0.01 0.00 0.01
C 4.13661 -1.18966 1.19872 0.03 -0.01 0.01
C 4.81505 -1.97561 2.33185 -0.01 0.01 0.02
C 3.82108 -3.04882 2.78673 -0.02 0.01 -0.02
S 2.88027 -3.48722 1.31459 0.05 -0.04 0.02
O 3.20059 -4.81963 0.87519 0.00 0.00 0.01
O 1.50134 -3.09947 1.48802 -0.02 -0.02 0.01
C 3.64986 -2.27654 0.24021 -0.04 0.00 -0.04
C -3.19537 -0.44910 -2.19306 0.00 -0.03 -0.01
F -3.38070 -1.80187 -1.87074 0.00 0.01 0.00
C -3.89364 0.39465 -1.13539 0.01 0.02 -0.01
C -3.81186 1.89385 -1.42844 0.01 -0.01 0.01
C -4.60689 2.66730 -0.38867 0.00 0.00 0.00
O -5.95889 2.25113 -0.33507 0.00 0.00 0.00
C -6.06152 0.88228 0.00983 0.00 0.00 0.00
C -5.36246 -0.00936 -1.00331 0.00 0.00 0.00
H -1.35894 -1.81040 -1.20179 0.01 0.00 0.01
H 0.77239 -1.48519 -0.55693 -0.01 0.00 -0.01
H 1.08569 -1.12002 -2.26432 0.00 0.01 0.00
H 0.76049 1.26862 -1.85401 0.00 0.00 0.00
H -0.44766 2.02445 0.05368 0.00 0.00 0.00
H -0.59629 0.34670 0.58256 0.00 0.00 0.00
H 0.90926 1.23949 2.32812 0.00 0.00 0.00
H 1.35958 3.43329 0.74929 0.00 0.00 0.00
H 2.69803 2.83703 1.73404 0.00 0.00 0.00
H 2.52918 2.71118 -1.22927 0.00 0.00 0.00
H 3.85974 2.19492 -0.19555 0.00 0.00 0.00
H 3.04190 0.03635 -1.04877 0.00 0.01 0.00
H 4.85626 -0.54090 0.69249 0.01 0.00 0.00
H 5.72405 -2.43883 1.94410 -0.01 0.00 0.00
H 5.07786 -1.32400 3.16073 -0.01 0.00 0.00
H 4.28439 -3.95471 3.16806 0.00 -0.01 0.00
H 3.10684 -2.64598 3.50107 0.00 0.00 0.00
H 2.90565 -1.98248 -0.49245 0.00 0.00 0.00
H 4.48941 -2.76154 -0.25701 0.00 0.00 0.00
H -3.63183 -0.28720 -3.18053 -0.01 0.01 0.00
H -3.39030 0.19663 -0.17886 -0.01 0.00 0.00
H -2.77746 2.23808 -1.43700 0.00 0.01 0.00
H -4.22525 2.09582 -2.42081 0.00 0.00 0.00
H -4.14554 2.54220 0.60295 0.00 0.00 0.00
H -4.62143 3.73084 -0.62282 0.00 0.00 0.00
H -5.62960 0.72164 1.00907 0.00 0.00 0.00
H -7.12555 0.65578 0.06189 0.00 0.00 0.00
H -5.85547 0.09977 -1.97471 0.00 0.00 0.00
H -5.45170 -1.05314 -0.69979 0.00 0.00 0.00
```
Forces are in eV/Å.

***

[3]
The following is a quantum chemistry calculation of 2 unconnected molecules or ions with the total composition C6H7F3N2 in a non-equilibrium geometry, from OMol25.

Summary:
Total charge: 0
Maximum force in hartree/bohr: 0.0822
Frontier orbital gap in eV: 9.94
Relative energy (zero: lowest compared OMol25 entry of this formula, charge and spin) in eV: 1.363
Calculated total energy in Eh: -641.889179

```
18
Properties=species:S:1:pos:R:3:forces:R:3
C -1.52260 -2.34666 -0.54793 1.16 1.05 1.26
C -1.34301 -1.01047 -0.79035 -0.74 -2.15 -0.56
C -0.38630 -1.44028 1.11918 -0.99 -1.96 -0.56
C -0.35698 1.83237 -0.55627 -2.42 -0.23 -1.68
C -0.40006 0.87961 0.35959 2.45 1.70 3.00
C 3.46274 -0.46211 0.33161 -1.89 1.91 -1.24
N -0.84797 -2.63384 0.70847 -0.69 1.68 -0.89
N -0.65027 -0.45752 0.21210 -0.15 -0.19 0.33
F 3.11633 -0.77204 -0.93075 -0.49 -0.99 -0.13
F 4.65604 0.08059 0.18266 1.10 0.00 1.04
F 3.45064 -1.52442 1.11226 0.42 -0.16 -0.01
H -2.13243 -2.96988 -1.23678 0.92 -0.08 1.18
H -1.70084 -0.46155 -1.59714 -0.44 0.91 -1.12
H 0.00410 -1.17518 2.09937 0.20 -0.41 -0.35
H -0.85351 1.56216 -1.53399 1.05 0.52 0.80
H -0.32992 2.90223 -0.33933 0.52 -0.55 0.16
H 2.71038 0.31324 0.64408 0.80 -0.76 0.32
H 0.00084 1.10743 1.41348 -0.82 -0.29 -1.55
```
Forces are in eV/Å.